No. 1
# C22H30FO24Pb

A molecular structure, C22H30FO24Pb (ωB97M-V/def2-TZVPD, the OMol25 dataset).

The value obtained for the electronic energy is -2954.84559 hartree. As for the charge: -1. Its HOMO-LUMO gap is 4.43 eV. For the LUMO energy, the calculation gives 1.71 eV. The energy above the lowest of the compared OMol25 structures with the same formula, charge and spin is 114.4 kcal per mole.

Atoms and positions in Å:
Pb 0.72 0.31 1.27
O 3.46 -3.36 2.67
C 2.93 -2.18 2.75
O 2.40 -1.59 1.80
O 2.99 -1.57 3.83
H 3.82 -3.48 3.55
O -0.36 1.47 5.47
C 0.78 1.17 4.91
O 1.78 0.86 5.58
O 0.86 1.07 3.70
H -0.15 1.35 6.40
O 4.52 3.06 2.15
C 3.73 2.00 2.09
O 3.97 1.06 2.87
O 2.85 1.85 1.28
H 5.10 2.79 2.86
C -3.05 -2.86 -4.12
C -1.70 -3.06 -3.37
C -0.32 -2.59 -3.80
O 0.04 -1.68 -2.79
C -0.79 -1.73 -1.76
O -0.61 -1.10 -0.70
O -1.92 -2.49 -2.15
H -3.18 -1.80 -4.35
H -3.87 -3.22 -3.49
H -3.13 -3.43 -5.04
H -1.54 -4.14 -3.27
H -0.40 -1.99 -4.72
H 0.43 -3.36 -4.00
C 2.37 0.23 -5.39
C 3.36 0.16 -4.19
C 3.93 1.46 -3.62
O 3.53 1.38 -2.26
C 2.71 0.30 -1.99
O 2.17 0.01 -0.92
O 2.58 -0.35 -3.13
H 1.57 0.95 -5.23
H 1.96 -0.74 -5.65
H 2.93 0.57 -6.26
H 4.23 -0.48 -4.34
H 3.39 2.33 -4.00
H 5.00 1.47 -3.83
C -4.93 0.23 4.49
C -4.44 -0.37 3.18
C -5.11 0.33 2.01
O -4.16 0.68 1.10
C -3.00 0.56 1.71
O -1.95 0.95 1.18
O -3.13 0.10 3.01
H -6.01 0.10 4.56
H -4.76 1.30 4.59
H -4.52 -0.27 5.37
H -4.47 -1.46 3.09
H -5.64 1.22 2.31
H -5.85 -0.31 1.53
C 0.82 6.47 -1.98
C -0.05 5.22 -2.21
C 0.55 4.21 -3.21
O 0.46 2.92 -2.57
C 0.26 3.10 -1.30
O 0.24 2.21 -0.41
O 0.00 4.39 -1.09
H 1.89 6.31 -1.92
H 0.50 7.01 -1.08
H 0.70 7.15 -2.82
H -1.07 5.53 -2.43
H 1.56 4.40 -3.57
H -0.08 4.21 -4.09
C -0.10 -5.00 3.78
C -1.25 -5.19 2.74
O -1.18 -3.94 2.13
C -0.68 -3.01 2.99
O -0.50 -1.80 2.74
O -0.05 -3.61 3.98
F -2.51 -5.31 3.31
H 0.85 -5.31 3.34
H -0.34 -5.57 4.68
H -1.15 -6.06 2.10



No. 2
# C22H17ClFN3O6

C22H17ClFN3O6 in the gas phase (ωB97M-V/def2-TZVPD, the OMol25 dataset).

The value obtained for the electronic energy is -2024.09746 hartree. Its structure (SMILES) is O=C(OCCn1c([N+](=O)[O-])cnc1/C=C\c1c(F)cccc1Cl)c1cccc2c1OCCO2. As for the charge: 0. Its HOMO-LUMO gap is 7.53 eV. For the LUMO energy, the calculation gives -0.94 eV. The energy above the lowest of the compared OMol25 structures with the same formula, charge and spin is 0.6 kcal per mole.

Atoms and positions in Å:
O -2.36 2.35 1.28
O -0.65 4.62 -4.23
O -1.45 2.64 -3.69
F 3.93 -1.08 0.61
Cl 2.34 -0.86 -4.16
N 3.03 3.14 -3.27
O -2.43 -2.86 4.10
O -0.81 -0.99 2.73
O -1.02 0.79 0.39
C -2.02 1.20 1.20
C 2.64 2.11 -2.60
C 1.91 3.73 -3.72
C 0.79 3.02 -3.33
C 3.80 1.37 -2.12
C 4.16 0.08 -1.80
C 1.10 -2.73 -0.93
C -4.92 -0.38 3.02
C 1.95 -2.30 0.09
C 1.25 -2.26 -2.25
C -4.35 -1.50 3.54
C -4.15 0.42 2.16
C 3.07 -1.50 -0.32
C 2.25 -1.39 -2.61
C -2.98 -1.80 3.44
C -2.17 -0.80 2.71
C -2.81 0.25 2.02
C 3.19 -1.02 -1.65
N 1.24 1.98 -2.47
N -0.51 3.46 -3.75
C -1.01 -3.02 4.00
C -0.36 -1.64 3.89
C -0.60 1.73 -0.65
C 0.56 1.05 -1.51
H 1.83 4.53 -4.45
H 4.64 2.06 -2.09
H 5.26 -0.12 -1.93
H 0.47 -3.58 -0.73
H -6.03 -0.29 3.08
H 1.97 -2.55 1.13
H 0.53 -2.63 -2.97
H -5.01 -2.32 3.94
H -4.53 1.32 1.60
H -0.78 -3.66 3.19
H -0.55 -3.46 4.88
H 0.79 -1.66 3.82
H -0.73 -1.01 4.76
H -0.35 2.74 -0.22
H -1.39 1.96 -1.33
H 1.20 0.73 -0.72
H 0.04 0.15 -2.04



No. 3
# C26H34F6NO22PS2

7 unconnected molecules or ions with the total composition C26H34F6NO22PS2 (ωB97M-V/def2-TZVPD, the OMol25 dataset).

The value obtained for the electronic energy is -4458.02710 hartree. Its structure (SMILES) is NCC[C@@]1([PH2]=S)C[C@H](CC=O)CS(=O)(=O)O1.O=C1OC[C@@H](F)O1.O=C1OC[C@@H](F)O1.O=C1OC[C@@H](F)O1.O=C1OC[C@@H](F)O1.O=C1OC[C@@H](F)O1.O=C1OC[C@@H](F)O1. As for the charge: 0. Its HOMO-LUMO gap is 8.52 eV. For the LUMO energy, the calculation gives -0.39 eV.

Atoms and positions in Å:
N -1.14 2.59 2.35
C -1.68 2.23 0.98
C -0.44 2.30 -0.03
C -0.84 2.09 -1.59
P -2.40 3.11 -2.07
S -3.02 2.67 -3.88
C 0.31 2.59 -2.57
C 1.74 1.90 -2.23
C 2.95 2.62 -3.04
C 4.18 2.81 -2.03
O 4.22 3.84 -1.31
C 1.59 0.34 -2.61
S -0.19 -0.15 -2.74
O -0.62 -0.15 -4.18
O -0.27 -1.61 -2.28
O -1.22 0.69 -1.73
H -0.19 2.17 2.40
H -1.00 3.61 2.29
H -2.48 3.01 0.77
H -2.12 1.19 1.10
H 0.23 3.22 0.13
H 0.23 1.39 0.22
H -1.95 4.49 -1.99
H -3.49 2.91 -1.15
H 0.47 3.71 -2.35
H 0.06 2.53 -3.68
H 2.02 1.99 -1.13
H 3.33 1.96 -3.90
H 2.65 3.66 -3.39
H 5.04 2.05 -1.94
H 2.21 -0.36 -1.94
H 2.02 0.22 -3.66
C -3.26 -1.42 -5.00
C -4.42 -1.34 -4.06
O -5.53 -1.58 -4.90
C -5.06 -2.38 -5.90
O -5.76 -3.00 -6.65
O -3.70 -2.38 -5.95
F -4.54 -0.09 -3.54
H -3.06 -0.47 -5.51
H -2.34 -1.75 -4.51
H -4.39 -2.08 -3.26
C -5.00 2.37 5.80
C -3.68 3.08 5.77
O -3.38 3.13 4.39
C -4.59 3.16 3.76
O -4.74 3.48 2.61
O -5.60 2.80 4.59
F -2.73 2.35 6.39
H -4.90 1.29 5.80
H -5.61 2.66 6.66
H -3.70 4.09 6.18
C 1.48 -4.43 -0.09
C 2.69 -4.16 -0.91
O 3.22 -2.98 -0.32
C 2.85 -3.03 0.99
O 3.33 -2.36 1.85
O 1.86 -3.95 1.19
F 2.36 -3.89 -2.19
H 0.60 -3.88 -0.44
H 1.23 -5.49 -0.06
H 3.44 -4.95 -0.89
C 6.03 -7.78 0.85
C 4.83 -8.65 1.05
O 3.84 -8.02 0.26
C 4.52 -7.41 -0.76
O 4.01 -7.02 -1.76
O 5.85 -7.32 -0.49
F 4.43 -8.63 2.34
H 6.05 -6.92 1.52
H 6.97 -8.33 0.95
H 4.96 -9.68 0.72
C 7.29 3.98 0.16
C 8.40 4.79 0.77
O 9.47 3.87 0.81
C 9.26 3.00 -0.22
O 10.09 2.27 -0.66
O 7.99 3.10 -0.70
F 8.09 5.16 2.03
H 6.74 3.40 0.91
H 6.58 4.60 -0.39
H 8.69 5.66 0.18
C -8.30 0.57 2.91
C -7.34 -0.33 3.63
O -7.66 -0.11 4.99
C -8.98 0.21 5.01
O -9.67 0.20 5.99
O -9.43 0.55 3.76
F -6.06 0.06 3.42
H -7.93 1.59 2.82
H -8.55 0.19 1.92
H -7.45 -1.39 3.39



No. 4
# C4H10

3 unconnected molecules or ions with the total composition C4H10 (ωB97M-V/def2-TZVPD, the OMol25 dataset).

The value obtained for the electronic energy is -158.17421 hartree. As for the charge: 0. Its HOMO-LUMO gap is 7.00 eV. For the LUMO energy, the calculation gives -0.73 eV. The energy above the lowest of the compared OMol25 structures with the same formula, charge and spin is 143.5 kcal per mole.

Atoms and positions in Å:
C -0.53 -1.28 0.70
C -0.25 -0.88 -0.59
C -1.01 -0.21 -1.52
C 1.20 1.63 0.83
H 0.18 -1.87 1.22
H -1.17 -0.56 1.29
H 0.75 -1.17 -1.01
H 1.01 0.62 0.69
H -0.46 0.02 -2.52
H -1.59 -2.30 -0.55
H -1.96 0.06 -1.09
H 1.05 1.85 1.90
H 2.19 1.99 0.62
H 0.58 2.11 0.04



No. 5
# C5H15N3

C5H15N3 in the gas phase (ωB97M-V/def2-TZVPD, the OMol25 dataset).

The value obtained for the electronic energy is -363.75605 hartree. Its structure (SMILES) is CC[C@@H](N)CNCN. As for the charge: 0. Its HOMO-LUMO gap is 10.16 eV. For the LUMO energy, the calculation gives 1.14 eV. The energy above the lowest of the compared OMol25 structures with the same formula, charge and spin is 19.5 kcal per mole.

Atoms and positions in Å:
C 1.06 0.55 -0.08
N 0.24 1.70 0.36
C 0.10 2.70 -0.72
N -1.06 2.46 -1.54
C 0.66 -0.76 0.62
C -0.71 -1.19 0.08
C -1.34 -2.33 0.92
N 1.66 -1.77 0.24
H 0.96 0.46 -1.16
H 2.13 0.66 0.11
H 0.77 2.16 1.09
H 0.01 3.67 -0.23
H 0.94 2.69 -1.41
H -1.87 2.17 -1.02
H -0.92 1.85 -2.33
H 0.57 -0.59 1.69
H -0.64 -1.51 -0.96
H -1.44 -0.38 0.10
H -1.36 -2.00 1.96
H -2.35 -2.58 0.59
H -0.79 -3.28 0.85
H 2.16 -2.10 1.05
H 1.22 -2.56 -0.22



No. 6
# C3H4ClNS

C3H4ClNS in the gas phase (ωB97M-V/def2-TZVPD, the OMol25 dataset).

The value obtained for the electronic energy is -1029.81447 hartree. Its structure (SMILES) is NC(=S)/C=C/Cl. As for the charge: 0. Its HOMO-LUMO gap is 8.65 eV. For the LUMO energy, the calculation gives 0.08 eV. The energy above the lowest of the compared OMol25 structures with the same formula, charge and spin is 9.8 kcal per mole.

Atoms and positions in Å:
C 0.11 -0.95 0.11
C -0.14 0.54 0.41
C 0.71 1.55 0.55
H -0.59 -2.32 -1.24
H -1.50 -0.79 -1.16
H -1.17 0.72 0.40
H 1.76 1.31 0.64
N -0.76 -1.39 -0.86
S 1.46 -1.75 0.55
Cl 0.12 3.08 0.62